No. 1
Molecular formula: C25H56N4O4PS
Method: DFT, wB97M-V/def2-TZVPD

Structure (XYZ):
```
91
Properties=species:S:1:pos:R:3:forces:R:3:lowdin_charge:R:1
C -0.0320 -2.4563 4.0276 0.087 0.204 0.040 -0.09
C 1.4467 -2.3945 3.6568 -0.072 -0.086 0.020 -0.23
C 1.8063 -2.7924 2.2203 0.115 0.097 0.051 -0.14
C 1.1490 -2.0465 1.0375 0.202 -0.138 -0.143 -0.21
C 1.1381 -0.5168 1.2392 0.127 0.120 -0.175 -0.17
C 2.2755 0.1584 0.4824 -0.089 0.088 0.026 -0.15
O 2.2000 -0.1267 -0.8948 0.047 -0.095 0.035 -0.18
C 3.1239 0.6360 -1.6755 0.049 0.187 -0.190 -0.25
C 4.5776 0.4359 -1.3013 0.180 -0.019 0.032 -0.06
N -0.1491 0.1723 0.9645 -0.107 -0.351 0.866 0.07
C -0.6148 1.0755 2.0581 0.068 0.170 -0.098 -0.09
C 0.3842 2.0913 2.6412 -0.162 -0.017 0.007 -0.15
C 0.2790 3.5384 2.1180 0.164 -0.173 -0.054 -0.16
C 1.2994 3.9561 1.0392 -0.060 0.194 0.069 -0.15
C 0.6969 4.4145 -0.2769 -0.292 -0.013 0.057 -0.23
O 0.5665 3.3120 -1.1570 0.149 -0.175 -0.003 -0.18
C -0.1341 3.6522 -2.3488 -0.054 0.028 0.108 -0.25
C -1.6321 3.3843 -2.2204 0.097 -0.003 -0.136 -0.07
C -1.0813 -0.4320 0.2173 -0.217 0.118 -0.604 -0.34
N -2.2464 0.1539 -0.0157 -0.181 0.186 -0.003 0.13
C -3.3489 -0.4456 -0.7691 -0.056 -0.022 0.058 -0.15
C -4.6568 0.3066 -0.5156 -0.033 0.077 -0.009 -0.40
C -4.6929 1.6346 -1.2810 -0.013 0.004 0.095 -0.05
C -4.9436 0.4991 0.9718 0.010 0.020 0.098 -0.06
N -0.8926 -1.6745 -0.3108 0.616 0.181 0.419 -0.11
P -0.7133 -1.8725 -2.1146 -0.138 -0.087 0.207 0.90
N 0.8769 -2.4098 -2.3174 -0.111 0.388 -0.253 -0.12
O -0.5540 -0.2690 -2.4022 0.182 -0.194 -0.716 -0.28
C -0.2302 -2.5742 0.6601 -0.139 -0.040 0.187 -0.32
C -0.2234 -4.0280 0.1497 0.063 -0.027 -0.019 -0.47
S -1.1107 -5.1983 1.1982 0.025 0.011 -0.072 0.89
C -2.7955 -4.5617 0.9589 -0.134 0.051 0.111 -0.50
C -3.3192 -3.6283 2.0636 -0.039 0.056 -0.002 -0.14
H -0.6275 -1.7514 3.4401 -0.016 -0.055 -0.035 0.05
H -0.1690 -2.1658 5.0703 -0.008 -0.138 0.018 0.08
H -0.4364 -3.4587 3.8800 -0.027 0.029 -0.011 0.06
H 1.9991 -3.0714 4.3131 -0.014 0.012 -0.004 0.12
H 1.8392 -1.4015 3.8967 0.006 0.012 -0.065 0.10
H 1.6273 -3.8643 2.0945 -0.048 0.028 0.003 0.11
H 2.8895 -2.6688 2.1218 -0.019 -0.031 -0.030 0.12
H 1.7900 -2.2445 0.1744 -0.036 0.084 -0.019 0.12
H 1.3491 -0.3274 2.2896 -0.131 0.038 0.050 0.12
H 3.2265 -0.1790 0.9139 -0.026 -0.081 -0.061 0.14
H 2.2087 1.2380 0.6319 0.037 0.029 -0.030 0.10
H 2.9721 0.3097 -2.7089 -0.036 -0.057 0.036 0.12
H 2.8422 1.6957 -1.6331 -0.005 -0.030 0.093 0.12
H 4.8154 -0.6254 -1.1970 -0.058 0.003 -0.010 0.09
H 5.2168 0.8278 -2.0936 -0.050 0.003 -0.014 0.07
H 4.8536 0.9436 -0.3761 -0.072 -0.014 0.009 0.08
H -0.9856 0.4278 2.8587 0.055 -0.006 -0.001 0.12
H -1.4660 1.6576 1.7100 0.051 -0.064 0.019 0.10
H 1.4102 1.7348 2.5626 0.038 0.024 0.018 0.10
H 0.1744 2.1119 3.7126 -0.007 -0.035 -0.023 0.12
H -0.7339 3.7265 1.7481 -0.014 -0.055 0.044 0.11
H 0.4028 4.1910 2.9828 -0.032 0.049 -0.054 0.11
H 1.9937 3.1413 0.8366 0.067 0.076 -0.085 0.09
H 1.9043 4.7837 1.4143 0.002 -0.064 0.082 0.12
H 1.3078 5.2003 -0.7370 0.053 -0.118 -0.081 0.13
H -0.2992 4.8454 -0.0964 0.087 0.120 0.030 0.12
H 0.0377 4.7086 -2.5778 0.083 -0.043 -0.056 0.12
H 0.3114 3.0564 -3.1469 -0.053 0.047 -0.041 0.12
H -1.9159 3.4404 -1.1670 -0.039 0.124 -0.032 0.06
H -2.2139 4.1169 -2.7813 -0.035 -0.015 0.061 0.08
H -1.9020 2.3979 -2.5954 0.077 -0.093 0.080 0.06
H -2.3864 1.1030 0.2910 0.114 -0.014 -0.196 0.12
H -3.4441 -1.4853 -0.4540 0.068 -0.023 -0.045 0.11
H -3.1110 -0.4185 -1.8358 -0.061 -0.088 0.003 0.10
H -5.4451 -0.3377 -0.9123 0.024 0.006 -0.034 0.14
H -3.7274 2.1464 -1.2514 -0.102 -0.012 0.048 0.04
H -4.9482 1.4798 -2.3297 0.084 -0.003 -0.008 0.09
H -5.4337 2.3114 -0.8542 -0.032 -0.030 -0.040 0.09
H -4.2432 1.1898 1.4525 -0.001 -0.008 -0.043 0.07
H -5.9373 0.9268 1.1048 0.002 -0.022 -0.005 0.09
H -4.9095 -0.4423 1.5247 0.027 -0.009 -0.041 0.07
H 1.2167 -3.1445 -1.7172 -0.072 -0.249 -0.226 0.03
H 1.5834 -1.6908 -2.4095 0.065 0.009 0.358 0.03
H 0.3310 0.0170 -2.6796 -0.187 0.040 0.387 0.06
H -0.8560 -2.5592 1.5530 -0.058 -0.018 -0.053 0.10
H -0.6675 -4.1018 -0.8463 0.007 0.006 0.023 0.05
H 0.7963 -4.4151 0.0712 -0.028 0.022 0.020 0.08
H -3.4310 -5.4411 0.8683 0.022 0.002 0.014 0.07
H -2.8140 -4.0624 -0.0109 -0.002 -0.079 -0.036 0.06
H -2.5982 -3.5118 2.8721 -0.005 -0.039 -0.017 0.04
H -4.2388 -4.0136 2.5036 0.011 -0.005 -0.017 0.08
H -3.5450 -2.6321 1.6743 0.046 -0.007 -0.006 0.05
C 5.7143 1.0041 -5.5710 0.046 -0.003 0.036 -0.16
O 6.2032 0.2933 -4.4382 -0.149 -0.051 -0.038 -0.13
H 5.6767 2.0546 -5.2924 -0.001 0.009 -0.009 0.08
H 6.3765 0.8976 -6.4327 0.003 0.011 -0.002 0.08
H 4.7089 0.6796 -5.8537 -0.004 0.003 0.000 0.07
H 6.2577 -0.6383 -4.6717 0.071 0.034 0.026 0.08
```
Positions in Å, forces in eV/Å.

Summary:
* E_LUMO: -1.7 eV
* Kohn-Sham gap: 9.39 eV
* electronic energy: -61102.9559 eV
* charge: +1
* max |F|: 0.0183 hartree/bohr

=====

No. 2
Molecular formula: C25H56NO4P
Method: DFT, wB97M-V/def2-TZVPD

Structure (XYZ):
```
87
Properties=species:S:1:pos:R:3:forces:R:3:lowdin_charge:R:1
C 0.4098 0.5272 4.1523 -0.235 0.140 0.585 -0.17
C -0.8854 1.2493 4.5457 -0.264 -0.399 0.027 -0.41
P -1.6615 2.0777 3.0918 0.693 0.072 0.043 0.99
C -1.6077 3.8191 3.6522 -0.098 -0.015 -0.143 -0.27
N -3.3605 1.6042 3.2887 -0.219 0.182 -0.575 -0.18
C -4.3337 2.6750 3.0472 -0.223 -0.144 0.063 -0.22
O -4.8712 3.1624 4.2675 0.349 -0.023 -0.017 -0.01
C -5.6444 2.2473 4.9445 -0.018 -0.219 0.517 -0.52
C -6.9869 1.9564 4.3331 -0.023 -0.098 -0.218 0.02
O -5.2893 1.7955 5.9935 -0.051 0.286 -0.281 0.14
C -3.5803 0.5241 2.3573 0.231 0.238 -0.377 -0.60
O -3.4429 0.6406 1.1694 -0.473 -0.317 0.719 0.11
O -3.9870 -0.6333 2.9587 0.090 0.124 -0.073 0.10
H 0.7236 -0.0831 5.0034 0.190 -0.010 -0.152 0.05
H 1.1996 1.2486 3.9415 0.070 -0.135 -0.185 0.07
H 0.2538 -0.1286 3.2941 0.101 0.101 -0.045 0.05
H -0.7250 1.9414 5.3757 0.021 0.038 -0.069 0.08
H -1.6140 0.5170 4.9104 -0.001 0.057 -0.030 0.07
H -1.8297 4.4775 2.8124 -0.071 0.099 0.134 0.03
H -2.2324 4.0520 4.5151 -0.016 -0.038 -0.010 0.05
H -0.5575 3.9798 3.9111 -0.046 0.013 0.020 0.04
H -5.1357 2.2864 2.4124 0.059 0.017 -0.012 0.13
H -3.9010 3.5399 2.5500 -0.022 0.044 0.053 0.12
H -7.0798 2.3182 3.3109 0.001 0.007 0.041 0.08
H -7.7395 2.4582 4.9437 0.025 -0.064 0.002 0.10
H -7.1691 0.8830 4.3632 -0.055 0.054 0.054 0.10
H -3.2333 -1.2100 3.1434 -0.083 -0.002 -0.064 0.12
C -0.4150 -0.0001 -0.1547 0.169 -0.041 0.047 -0.11
C 0.6038 1.1178 -0.3496 -0.047 -0.018 0.043 -0.27
C 0.0357 2.3231 -1.0958 0.026 0.060 0.007 -0.23
C -0.4413 2.0318 -2.5194 -0.033 -0.038 0.012 -0.22
C 0.6224 1.4428 -3.4442 0.010 0.105 -0.073 -0.27
C 1.8145 2.3695 -3.6654 0.007 -0.113 -0.003 -0.11
H -0.7592 -0.4062 -1.1073 -0.014 -0.010 0.009 0.07
H 0.0230 -0.8237 0.4152 -0.015 -0.018 -0.027 0.07
H -1.2806 0.3657 0.3953 -0.014 0.006 -0.074 0.03
H 1.4868 0.7318 -0.8679 0.004 0.026 -0.010 0.10
H 0.9497 1.4546 0.6319 0.008 -0.006 0.003 0.09
H 0.7892 3.1162 -1.1171 -0.006 0.000 -0.016 0.10
H -0.8069 2.7226 -0.5222 -0.002 -0.021 0.017 0.10
H -0.8150 2.9629 -2.9579 0.007 -0.001 -0.015 0.11
H -1.2972 1.3525 -2.4847 -0.004 0.005 0.014 0.10
H 0.1598 1.2291 -4.4124 0.004 -0.037 0.003 0.09
H 0.9712 0.4820 -3.0557 -0.018 -0.010 0.012 0.10
H 1.4930 3.3208 -4.0947 0.004 0.018 0.018 0.08
H 2.5327 1.9178 -4.3514 0.019 0.044 -0.013 0.06
H 2.3428 2.5803 -2.7344 -0.010 0.012 0.009 0.07
C -0.1748 -3.8369 5.0425 0.011 0.025 0.084 -0.11
C 1.0727 -3.2765 5.7196 -0.075 0.010 -0.073 -0.27
C 2.3062 -3.2781 4.8195 0.058 0.051 0.011 -0.23
C 2.7702 -4.6597 4.3557 -0.051 -0.017 -0.004 -0.23
C 3.0900 -5.6405 5.4826 0.077 0.010 -0.007 -0.27
C 4.2289 -5.1789 6.3872 -0.066 -0.041 0.014 -0.11
H -0.0451 -4.8807 4.7544 0.000 -0.003 -0.020 0.07
H -1.0370 -3.7862 5.7090 -0.011 0.001 -0.013 0.07
H -0.4130 -3.2671 4.1404 0.016 -0.025 -0.028 0.07
H 1.2725 -3.8347 6.6380 0.022 -0.001 0.002 0.10
H 0.8734 -2.2472 6.0293 0.006 -0.007 0.041 0.09
H 3.1244 -2.7757 5.3430 0.010 -0.006 -0.009 0.10
H 2.0989 -2.6672 3.9347 -0.012 0.008 0.003 0.10
H 3.6604 -4.5336 3.7318 0.009 -0.008 0.003 0.11
H 2.0100 -5.1019 3.7059 -0.005 0.009 -0.003 0.10
H 3.3575 -6.6022 5.0376 -0.017 -0.014 0.009 0.10
H 2.1964 -5.8248 6.0852 -0.018 0.002 -0.012 0.10
H 5.1440 -5.0253 5.8118 0.005 0.028 -0.002 0.07
H 4.4396 -5.9211 7.1580 0.020 0.001 0.000 0.07
H 3.9891 -4.2425 6.8930 0.007 0.008 -0.002 0.06
C 0.7798 -1.0846 -6.8521 0.088 -0.003 -0.001 -0.11
C 1.8069 0.0259 -7.0543 -0.090 -0.027 0.060 -0.27
C 1.2547 1.2352 -7.8064 0.038 0.033 0.005 -0.23
C 0.7801 0.9457 -9.2314 -0.022 -0.019 0.012 -0.23
C 1.8409 0.3416 -10.1502 0.013 0.067 -0.038 -0.27
C 3.0489 1.2488 -10.3645 -0.006 -0.080 0.004 -0.11
H 0.4284 -1.4885 -7.8027 -0.016 0.003 -0.002 0.06
H 1.2075 -1.9116 -6.2838 -0.018 -0.005 0.010 0.07
H -0.0875 -0.7151 -6.3006 -0.023 0.002 -0.022 0.07
H 2.6826 -0.3757 -7.5716 0.009 0.026 -0.015 0.10
H 2.1600 0.3611 -6.0758 0.027 -0.011 -0.001 0.08
H 2.0178 2.0183 -7.8270 -0.005 0.004 -0.010 0.10
H 0.4160 1.6513 -7.2386 -0.001 -0.007 0.013 0.11
H 0.4200 1.8803 -9.6728 0.003 0.000 -0.014 0.11
H -0.0844 0.2769 -9.2003 -0.002 0.002 0.011 0.10
H 1.3795 0.1298 -11.1182 0.004 -0.023 -0.001 0.10
H 2.1734 -0.6227 -9.7565 -0.016 -0.010 0.011 0.10
H 2.7448 2.2058 -10.7935 0.002 0.020 0.020 0.07
H 3.7654 0.7895 -11.0466 0.005 0.017 -0.011 0.07
H 3.5725 1.4514 -9.4291 0.000 0.011 0.004 0.06
```
Positions in Å, forces in eV/Å.

Summary:
* E_LUMO: 0.5 eV
* Kohn-Sham gap: 9.05 eV
* SMILES: CCP(C)N(COC(C)=O)C(=O)O.CCCCCC.CCCCCC.CCCCCC
* electronic energy: -45802.4875 eV
* max |F|: 0.0178 hartree/bohr

=====

Q: The lowest Kohn-Sham gap belongs to which entry?
A: C25H56NO4P

=====

Q: The highest electronic energy belongs to which entry?
A: C25H56NO4P

=====

Q: The lowest electronic energy belongs to which entry?
A: C25H56N4O4PS

=====

Q: What is the E_LUMO in the second record?
A: 0.5 eV